19
Properties=species:S:1:pos:R:3:nbo_charge:R:1 method="wB97M-V/def2-TZVPD" smiles=CCC.CC multiplicity=1 mol_weight_g_mol=74.167 energy_ha=-198.8423 de_lowest_kcal_mol=29.39 gap_ha=0.4375 e_homo_ev=-10.783
C -0.156 -1.196 1.737 -0.6162
C 1.278 -1.077 1.334 -0.3968
C 1.812 0.324 1.075 -0.6084
H -0.528 -2.076 1.271 0.2125
H -0.792 -0.505 1.382 0.2032
H -0.143 -1.301 2.826 0.2090
H 1.884 -1.546 2.152 0.1944
H 1.669 -1.817 0.543 0.1929
H 1.778 0.847 2.061 0.1993
H 2.862 0.368 0.880 0.2100
H 1.315 0.876 0.292 0.2001
C -0.944 0.434 -2.336 -0.5898
C -1.866 1.295 -1.593 -0.6025
H -1.121 -0.568 -2.186 0.1962
H -0.987 0.686 -3.510 0.1971
H 0.032 0.583 -1.838 0.2009
H -1.704 1.252 -0.487 0.1951
H -2.867 1.107 -1.812 0.2014
H -1.525 2.314 -1.790 0.2016